11
Properties=species:S:1:pos:R:3:forces:R:3:mulliken_charge:R:1 method="wB97M-V/def2-TZVPD" e_homo_ev=-9.636 lumo_ev=-0.114 orbital_gap_ha=0.34992
O -1.338 2.288 0.507 0.146 -0.382 -0.106 -0.53
C -0.789 1.251 0.261 -0.453 0.269 -0.025 0.36
C -1.368 0.053 -0.377 -0.052 -0.055 -0.037 -0.30
C -0.646 -1.069 -0.610 -0.363 0.107 -0.064 -0.27
N 0.713 -1.196 -0.265 0.067 0.291 0.133 -0.52
C 0.934 -0.074 0.241 -0.414 0.135 -0.068 0.72
N 0.629 1.054 0.597 0.095 -0.383 -0.125 -0.42
H -2.410 0.113 -0.654 0.026 -0.022 -0.005 0.35
H -1.059 -1.955 -1.079 -0.028 0.141 0.050 0.43
H 2.568 -0.363 1.026 0.481 -0.061 0.152 0.09
H 2.766 -0.102 0.352 0.497 -0.038 0.094 0.09

=====

22
Properties=species:S:1:pos:R:3:forces:R:3:mulliken_charge:R:1 method="wB97M-V/def2-TZVPD" e_homo_ev=-8.649 lumo_ev=0.614 orbital_gap_ha=0.34040
C -2.507 1.130 0.964 0.293 0.062 0.143 -1.09
C -1.933 -0.238 1.188 -0.390 -0.680 -0.429 0.78
O -2.244 -1.020 2.039 0.296 0.350 -0.364 -0.57
N -1.290 -0.878 -0.106 0.375 0.095 0.511 -0.35
C 0.291 -0.642 0.477 -0.082 0.685 0.600 0.02
O 0.065 0.368 1.276 0.261 -0.376 -0.425 -0.77
C 1.276 -0.453 -0.681 -0.225 0.034 -0.112 0.62
C 1.011 0.839 -1.456 0.028 -0.115 0.079 -1.36
C 2.694 -0.464 -0.100 -0.144 0.004 0.016 -1.50
H -1.836 1.753 0.380 -0.021 -0.054 -0.044 0.33
H -3.475 1.031 0.464 0.048 -0.063 0.016 0.35
H -2.656 1.595 1.937 -0.030 -0.050 -0.026 0.30
H -1.454 -0.350 -0.959 -0.055 0.026 0.051 0.31
H -1.572 -1.850 -0.212 -0.127 0.088 0.071 0.31
H 0.469 -1.622 0.965 -0.196 -0.030 -0.112 0.28
H 1.169 -1.314 -1.354 0.025 0.023 0.009 0.22
H 1.759 0.976 -2.238 0.001 0.002 0.018 0.41
H 1.049 1.692 -0.779 0.000 -0.015 0.005 0.27
H 0.034 0.842 -1.949 0.010 -0.003 0.014 0.33
H 3.437 -0.367 -0.895 -0.036 0.010 0.016 0.42
H 2.896 -1.392 0.438 -0.020 0.021 -0.005 0.39
H 2.817 0.366 0.599 -0.011 -0.017 -0.032 0.31

=====

75
Properties=species:S:1:pos:R:3:forces:R:3:mulliken_charge:R:1 method="wB97M-V/def2-TZVPD" e_homo_ev="-9.820 / -10.254" total_charge=+1 spin_multiplicity=8 lumo_ev="-2.196 / -2.181" orbital_gap_ha="0.28017 / 0.29670"
Eu 0.193 0.237 -0.397 0.421 0.438 -0.152 1.10
C 3.974 1.839 0.168 -0.360 0.564 -0.594 -2.20
C 3.345 0.590 -0.395 -0.426 0.322 -1.383 0.75
C 3.089 -0.519 0.396 -0.289 -0.678 1.514 0.91
C 3.314 -0.466 1.924 0.243 -0.522 -0.179 -2.03
C 2.546 -1.715 -0.136 -0.011 -0.061 0.196 1.23
C 2.440 -2.961 0.754 -1.094 0.540 -0.149 -2.22
C 2.135 -1.754 -1.478 0.241 -0.222 0.002 1.11
C 1.439 -2.997 -2.008 -0.280 -0.491 -0.157 -2.23
C 2.362 -0.626 -2.300 0.269 0.351 -0.189 0.93
C 2.048 -0.682 -3.792 -0.232 -0.509 0.539 -2.07
C 2.962 0.547 -1.772 -0.187 -0.428 0.451 1.11
C 3.158 1.730 -2.696 0.870 -0.361 -0.539 -2.25
H 4.471 2.459 -0.595 -0.253 -0.410 0.289 0.47
H 4.702 1.623 0.916 0.587 -0.267 0.512 0.51
H 3.216 2.466 0.649 -0.007 0.070 -0.024 0.38
H 4.102 -1.189 2.238 -0.301 0.696 -0.210 0.40
H 2.422 -0.775 2.492 0.058 0.026 -0.398 0.23
H 3.558 0.532 2.285 0.165 -0.151 -0.134 0.27
H 1.413 -3.090 1.184 0.704 0.166 -0.352 0.29
H 3.114 -2.889 1.591 0.249 -0.090 0.174 0.41
H 2.656 -3.867 0.195 0.129 -0.001 -0.040 0.52
H 2.067 -3.642 -2.680 -0.382 0.661 0.686 0.36
H 0.550 -2.697 -2.588 0.303 -0.171 0.170 0.53
H 1.066 -3.628 -1.168 0.323 0.447 -0.742 0.34
H 2.897 -0.344 -4.374 0.228 0.027 -0.080 0.47
H 1.209 -0.032 -4.059 -0.067 -0.152 0.025 0.28
H 1.820 -1.715 -4.090 0.006 0.523 -0.005 0.44
H 4.108 1.611 -3.290 -0.760 0.110 0.565 0.31
H 3.220 2.690 -2.185 -0.116 -0.136 -0.015 0.46
H 2.359 1.759 -3.435 -0.023 0.187 0.080 0.45
F -3.630 -3.843 -1.195 -0.077 1.148 -0.820 -0.36
C -3.288 -2.583 -1.681 -0.209 -1.562 0.769 0.33
C -2.078 -2.091 -1.228 -0.941 -0.091 -0.486 -0.58
C -1.727 -0.808 -1.576 0.336 1.323 0.184 0.34
C -2.615 0.028 -2.327 0.266 -2.125 0.014 -0.30
C -3.734 -0.627 -2.857 0.149 0.723 0.031 0.53
F -4.539 -0.004 -3.735 -0.411 0.253 -0.285 -0.35
C -4.127 -1.905 -2.542 0.547 -0.548 0.665 -1.15
C -2.235 1.407 -2.623 -0.390 1.034 -0.351 0.57
C -2.997 2.272 -3.450 0.480 0.122 -0.486 -1.14
C -2.460 3.518 -3.784 -0.743 -0.489 0.189 -0.29
C -1.285 3.952 -3.218 0.749 -0.072 0.198 -1.17
C -0.662 3.107 -2.311 -0.067 -0.253 -0.574 -0.18
N -1.096 1.860 -2.048 0.244 0.551 0.174 0.24
H -1.497 -2.751 -0.594 0.205 0.058 -0.001 0.64
H -5.031 -2.327 -2.938 -0.197 -0.096 -0.076 0.53
H -3.920 1.944 -3.943 0.605 0.178 0.513 0.47
H -2.962 4.178 -4.474 -0.216 -0.119 -0.151 0.44
H -0.816 4.877 -3.548 -0.158 -0.096 0.356 0.40
H 0.282 3.434 -1.866 -0.198 -0.288 0.122 0.58
C -3.157 -2.915 3.249 -0.162 -0.225 0.000 -1.63
C -2.239 -1.783 3.722 0.503 -0.144 -0.271 1.91
C -1.515 -2.227 5.001 0.150 0.241 -0.069 -1.60
C -3.009 -0.444 3.890 0.950 -0.075 0.571 -1.37
C -1.223 -1.476 2.589 -0.999 1.503 -0.626 -0.50
N -0.793 -0.902 1.668 -0.144 -1.612 1.902 -0.17
H -3.996 -3.062 3.953 0.510 0.147 -0.175 0.41
H -2.598 -3.856 3.170 -0.159 0.182 0.053 0.40
H -3.586 -2.702 2.276 -0.093 0.074 -0.199 0.36
H -2.205 -2.372 5.838 -0.129 0.022 -0.322 0.40
H -0.795 -1.479 5.318 0.166 0.110 0.053 0.34
H -0.987 -3.165 4.831 0.009 -0.008 0.027 0.41
H -3.814 -0.540 4.620 0.048 -0.203 -0.104 0.41
H -3.400 -0.135 2.940 -0.371 0.185 -0.428 0.37
H -2.327 0.346 4.254 -0.263 -0.322 -0.161 0.28
C 0.201 4.532 1.418 -0.105 0.746 -0.203 -0.97
Te -0.563 2.637 1.996 0.470 -0.565 0.764 0.20
C 0.711 2.234 3.787 0.014 0.216 -0.889 -0.97
H 1.260 4.641 1.627 0.101 -0.202 0.082 0.34
H -0.340 5.332 1.943 0.151 -0.351 -0.216 0.40
H 0.059 4.654 0.330 -0.072 -0.159 0.532 0.22
H 0.475 3.021 4.503 0.026 -0.265 0.030 0.42
H 1.760 2.304 3.471 -0.335 0.050 0.091 0.32
H 0.540 1.222 4.188 -0.249 0.526 -0.287 0.21

=====

41
Properties=species:S:1:pos:R:3:forces:R:3:mulliken_charge:R:1 method="wB97M-V/def2-TZVPD" e_homo_ev=-17.587 total_charge=+3 lumo_ev=-14.934 orbital_gap_ha=0.09748
O -0.739 -4.531 -3.175 -0.314 0.933 -1.369 -0.10
C -0.915 -3.866 -4.078 0.357 -0.830 1.372 0.11
Ce -0.400 0.878 -2.563 -2.157 1.427 3.436 1.30
O 1.799 -2.016 -2.528 -2.745 5.375 1.942 -0.12
C 1.249 -1.022 -2.231 2.296 -6.232 -1.654 0.32
C 1.877 0.978 -3.125 7.389 1.690 -2.954 0.29
O 2.932 1.027 -3.615 -4.725 -0.376 2.349 -0.08
C 0.172 0.095 -4.882 -3.775 6.040 -0.188 0.67
O -0.512 1.334 -4.844 3.790 -7.323 -1.396 -0.33
C 0.782 -0.528 -6.123 7.711 -2.560 -3.207 0.16
O 1.768 -1.005 -6.637 -8.076 3.474 3.691 -0.01
H -0.613 -0.804 -2.373 -0.475 -2.194 -0.103 0.18
C 0.707 -1.604 2.419 0.358 -0.325 0.580 -1.10
N -0.017 -1.201 1.216 -0.342 0.732 -0.806 0.28
C -0.832 -2.255 0.594 -0.359 -0.061 0.247 -0.80
P -0.474 0.368 0.988 0.823 -0.656 4.466 0.86
O -1.100 0.466 -0.387 0.539 0.979 -4.544 -0.94
N -1.597 0.967 2.027 0.359 -0.380 -1.424 0.08
C -2.782 1.678 1.535 -0.269 0.426 -0.137 -0.90
C -1.518 0.777 3.473 0.335 -0.161 0.614 -0.87
N 0.960 1.166 1.267 -0.330 -0.218 -1.118 0.03
C 2.172 0.695 0.575 -0.229 -0.121 1.045 -0.92
C 0.943 2.624 1.439 0.054 0.107 0.368 -0.79
H 1.303 -2.495 2.179 -0.125 0.243 0.126 0.44
H 0.020 -1.855 3.241 0.262 0.023 -0.247 0.39
H 1.386 -0.813 2.755 -0.244 -0.215 -0.052 0.35
H -0.765 -2.210 -0.504 -0.053 -0.126 0.306 0.07
H -0.440 -3.218 0.945 -0.238 0.238 -0.255 0.39
H -1.891 -2.164 0.893 0.334 -0.243 -0.168 0.31
H -3.033 1.363 0.514 -0.060 0.095 0.429 0.22
H -3.622 1.442 2.201 0.180 0.096 -0.357 0.41
H -2.617 2.769 1.540 -0.165 -0.342 0.062 0.31
H -1.522 -0.291 3.738 -0.037 0.381 -0.035 0.22
H -0.622 1.254 3.899 -0.287 -0.137 -0.059 0.33
H -2.407 1.245 3.908 0.338 -0.144 0.032 0.42
H 2.206 1.043 -0.472 0.068 0.206 -0.279 0.18
H 3.030 1.124 1.114 -0.113 -0.188 -0.469 0.46
H 2.241 -0.400 0.598 0.003 0.365 -0.012 0.31
H 0.821 3.148 0.475 0.036 0.012 0.194 0.25
H 0.141 2.921 2.127 0.263 -0.065 -0.293 0.29
H 1.909 2.917 1.875 -0.378 0.053 -0.131 0.34

=====

36
Properties=species:S:1:pos:R:3:forces:R:3:mulliken_charge:R:1 method="wB97M-V/def2-TZVPD" e_homo_ev=-9.653 lumo_ev=0.465 orbital_gap_ha=0.37181
C 0.814 3.956 -0.950 0.031 -0.142 -0.367 -0.60
O 0.808 3.773 0.462 0.125 -0.029 -0.254 -0.59
H 1.040 2.992 -1.412 -0.013 0.022 0.135 0.20
H -0.162 4.272 -1.330 0.066 0.103 0.118 0.28
H 1.587 4.653 -1.280 -0.047 0.076 0.102 0.34
H 0.886 4.630 0.888 -0.106 -0.061 0.081 0.30
C -1.795 -3.192 2.589 0.025 0.004 0.133 -0.65
O -0.829 -2.271 2.126 0.232 -0.246 -0.121 -0.52
H -2.383 -2.771 3.411 -0.030 -0.038 -0.028 0.28
H -2.479 -3.515 1.795 0.024 0.035 0.003 0.24
H -1.266 -4.066 2.968 -0.030 -0.050 -0.023 0.26
H -1.223 -1.389 2.158 -0.258 0.224 0.101 0.35
C 0.373 0.134 0.043 0.319 0.025 0.073 -0.17
O -0.500 1.203 0.389 0.014 -0.034 -0.128 -0.48
H -0.045 -0.787 0.443 -0.019 -0.030 -0.145 0.01
H 0.498 0.053 -1.042 -0.106 -0.034 0.022 0.25
H 1.366 0.257 0.490 -0.116 0.057 0.017 0.16
H -0.010 2.035 0.403 -0.060 0.080 0.251 0.27
C 4.514 1.707 -0.758 -0.154 0.269 0.058 -0.22
O 5.370 0.634 -1.089 0.128 -0.036 0.014 -0.51
H 3.549 1.286 -0.483 -0.020 -0.059 -0.038 -0.05
H 4.875 2.287 0.099 0.024 -0.056 -0.070 0.28
H 4.366 2.385 -1.607 -0.014 -0.019 0.060 0.24
H 6.246 0.996 -1.250 0.015 -0.089 -0.023 0.30
C -0.931 -2.858 -2.162 -0.078 0.018 -0.125 -0.09
O -2.263 -2.878 -2.671 0.189 -0.080 -0.002 -0.51
H -0.265 -2.258 -2.792 -0.037 -0.005 0.028 0.24
H -0.979 -2.407 -1.176 0.025 0.009 0.099 -0.18
H -0.508 -3.862 -2.066 -0.061 0.011 0.024 0.28
H -2.257 -3.370 -3.497 -0.048 0.040 0.020 0.28
C -3.356 -0.466 1.119 0.022 -0.099 -0.029 -0.41
O -2.377 0.055 2.009 -0.139 -0.135 0.000 -0.63
H -3.913 0.334 0.629 -0.019 -0.005 -0.023 0.31
H -2.910 -1.113 0.353 -0.021 0.100 0.031 0.05
H -4.051 -1.072 1.700 0.018 0.068 0.024 0.27
H -1.790 0.634 1.492 0.119 0.104 -0.019 0.41

=====

Results for relative energy (zero: lowest compared OMol25 entry of this formula, charge and spin): 80.0 48.0 2.9 104.7 74.0 (in kcal per mole, following the order of the records).
Results for electronic energy: -339.4542 -441.6036 -2453.9385 -1861.4180 -694.3344 (in Ha, following the order of the records).